Entry 1:
ORCA calculation (ωB97M-V/def2-TZVPD) on a structure of composition C15H16Cl2CuN4SSe.

```
40
Properties=species:S:1:pos:R:3:forces:R:3:nbo_charge:R:1
Cu 0.69943 0.21544 -0.65470 -0.148 -0.136 -0.206 1.08
C 1.21816 4.17159 0.89728 -0.001 0.029 0.000 -0.68
C 0.92701 2.73760 0.60767 -0.166 -0.162 0.201 0.22
N 1.34045 2.10934 -0.42928 0.250 0.201 0.036 -0.33
N 2.12998 2.73001 -1.34454 -0.122 -0.525 0.003 -0.46
C 2.55297 1.86105 -2.24986 -0.022 0.250 -0.046 0.31
N 3.35104 2.37130 -3.20753 0.018 -0.099 0.013 -0.78
S 2.19498 0.15575 -2.34460 -0.075 0.151 -0.003 -0.35
C 0.12356 1.89961 1.54126 0.202 0.156 -0.218 0.19
C -0.50787 2.42184 2.65530 -0.038 0.004 0.086 -0.24
C -1.22467 1.56691 3.47939 -0.015 0.083 0.048 -0.13
C -1.29050 0.22196 3.17037 0.008 -0.072 -0.028 -0.26
C -0.65529 -0.22316 2.02142 0.047 0.033 -0.053 0.09
N 0.03897 0.59254 1.23388 -0.230 0.102 0.173 -0.52
H 2.05217 4.50050 0.28473 0.004 0.003 -0.007 0.26
H 1.45612 4.32111 1.95055 0.013 -0.018 -0.008 0.22
H 0.35297 4.79549 0.65705 -0.008 -0.025 0.004 0.24
H 3.51993 3.36170 -3.21958 0.000 0.006 -0.001 0.40
H 3.63934 1.80002 -3.97900 -0.002 -0.009 0.004 0.41
H -0.44924 3.47962 2.86658 -0.009 -0.011 0.008 0.23
H -1.73227 1.95460 4.35319 0.010 -0.002 -0.003 0.23
H -1.83466 -0.47687 3.78911 -0.004 0.006 -0.004 0.23
H -0.71664 -1.25382 1.69769 0.009 -0.012 -0.015 0.23
Cl -2.26716 2.02781 -1.01472 0.001 0.119 0.004 -0.04
C -3.76529 1.08888 -1.12972 0.027 -0.059 0.025 -0.39
Cl -5.17284 1.98977 -0.54317 0.064 -0.019 -0.013 -0.03
H -3.63940 0.19732 -0.52801 0.000 -0.015 0.006 0.24
H -3.91945 0.83963 -2.17152 -0.024 0.010 -0.015 0.23
Se -1.06895 -1.31723 -1.25244 0.227 -0.033 -0.050 -0.34
C -0.33062 -3.05446 -0.92495 0.036 -0.109 0.063 -0.19
C -1.13245 -4.02501 -0.32582 -0.026 -0.014 0.029 -0.20
C -0.64830 -5.30594 -0.09369 0.011 0.036 -0.010 -0.23
C 0.65259 -5.63722 -0.44365 -0.005 0.044 -0.019 -0.24
C 1.45883 -4.67621 -1.03992 -0.030 -0.004 0.014 -0.19
C 0.97158 -3.40025 -1.28584 -0.012 0.060 -0.015 -0.25
H -2.14657 -3.77256 -0.04012 0.005 -0.001 -0.004 0.20
H -1.29153 -6.04515 0.36787 -0.002 0.008 -0.001 0.21
H 1.03309 -6.63305 -0.25724 0.004 0.003 -0.003 0.21
H 2.47466 -4.92217 -1.32381 -0.002 0.011 -0.003 0.21
H 1.60586 -2.66826 -1.76962 0.005 0.010 0.009 0.22
```
Positions in Å, forces in eV/Å.

Summary:
Energy above the lowest of the compared OMol25 structures with the same formula, charge and spin in kcal/mol: 6.5
E_HOMO (spin up / spin down) in eV: -7.3225 / -7.2453
Net charge: 0
Multiplicity: 2
Gap between HOMO and LUMO (spin up / spin down) in eV: 6.772 / 6.170

---

Entry 2:
ORCA calculation (ωB97M-V/def2-TZVPD) on an isolated molecule of C4H6O2.

```
12
Properties=species:S:1:pos:R:3:forces:R:3:nbo_charge:R:1
C -1.41873 -1.11421 -0.19970 0.390 -0.271 -0.004 -0.25
C -0.30427 -0.54241 0.48610 -0.637 1.257 0.153 0.16
O -0.01576 -0.69286 1.69189 -0.078 0.028 -0.130 -0.65
C 0.15994 0.71645 -0.27672 0.330 0.223 0.061 -0.56
C 1.55507 1.06387 0.13485 0.369 0.341 -0.188 0.43
O 2.30681 1.69702 -0.56637 -0.072 -0.159 0.232 -0.52
H 0.17821 -1.48794 -0.23182 -1.613 -0.870 -0.262 0.31
H -1.52620 -1.03215 -1.27505 0.174 0.254 0.127 0.21
H -2.29907 -1.44173 0.36482 0.727 -0.978 -0.070 0.23
H 0.06561 0.69009 -1.37080 0.053 -0.071 0.323 0.23
H -0.53993 1.46837 0.11068 0.259 0.096 -0.105 0.26
H 1.83832 0.67551 1.13210 0.098 0.151 -0.135 0.14
```
Positions in Å, forces in eV/Å.

Summary:
Energy above the lowest of the compared OMol25 structures with the same formula, charge and spin in kcal/mol: 103.2
E_HOMO (spin up / spin down) in eV: -9.2484 / -9.2492
Net charge: 0
Multiplicity: 1
Gap between HOMO and LUMO (spin up / spin down) in eV: 8.122 / 8.124

---

Entry 3:
ORCA calculation (ωB97M-V/def2-TZVPD) on an isolated molecule of C2HNO4.

```
8
Properties=species:S:1:pos:R:3:forces:R:3:nbo_charge:R:1
C 0.23494 0.95530 -0.57965 -1.286 -2.852 -0.409 0.85
C -0.12410 -0.74630 0.96127 -0.531 2.534 -6.660 0.99
H -0.00287 -0.35302 -2.40161 -0.522 0.935 4.139 0.45
N -0.21446 -0.08342 -1.31266 -0.488 -2.927 -1.581 -0.38
O 0.55180 1.95863 -1.05846 1.433 3.516 -0.093 -0.54
O -0.54138 -1.17979 -0.42062 0.998 0.339 1.235 -0.39
O -0.04202 -1.41191 1.88114 -0.095 -1.462 2.296 -0.48
O 0.13648 0.59344 0.76050 0.490 -0.082 1.073 -0.50
```
Positions in Å, forces in eV/Å.

Summary:
Energy above the lowest of the compared OMol25 structures with the same formula, charge and spin in kcal/mol: 24.4
E_HOMO in eV: -10.5125
Net charge: 0
Multiplicity: 1
Gap between HOMO and LUMO in eV: 10.920
Structure (SMILES): O=c1[nH]oc(=O)o1